w.
2
Properties=species:S:1:pos:R:3 method="wB97M-V/def2-TZVPD" orbital_gap_ev=8.42 charge=+1 homo_energy_ev=-16.227 e_lumo_ev=-7.81
Zn -0.95 0.06 -0.14
I 0.95 -0.06 0.14


x.
2
Properties=species:S:1:pos:R:3 method="wB97M-V/def2-TZVPD" orbital_gap_ev=6.85 charge=+1 homo_energy_ev=-15.296 e_lumo_ev=-8.45
Zn -0.81 -0.78 -0.43
I 0.81 0.78 0.43


It is x that is most stable; the runner-up trails by 58.3 kcal/mol.


w.
7
Properties=species:S:1:pos:R:3 method="wB97M-V/def2-TZVPD" orbital_gap_ev=10.92 homo_energy_ev=-10.041 e_lumo_ev=0.88 smiles=N.O
N 1.67 -0.06 0.18
H 2.33 -0.36 -0.52
H 0.80 0.02 -0.35
H 1.55 -0.92 0.74
O -1.77 0.26 -0.06
H -2.49 0.08 0.56
H -2.09 0.99 -0.56


x.
7
Properties=species:S:1:pos:R:3 method="wB97M-V/def2-TZVPD" orbital_gap_ev=10.91 homo_energy_ev=-10.248 e_lumo_ev=0.66 smiles=N.O
N 0.00 0.00 0.00
H -0.17 0.27 -0.97
H 0.44 -0.92 -0.02
H 0.69 0.65 0.38
O 4.75 3.20 -1.78
H 3.90 3.03 -2.24
H 4.52 3.86 -1.08


It is w that is most stable; the runner-up trails by 1.2 kcal/mol.


w.
13
Properties=species:S:1:pos:R:3 method="wB97M-V/def2-TZVPD" orbital_gap_ev=9.36 homo_energy_ev=-8.676 e_lumo_ev=0.69
C -1.09 0.36 -1.11
C 1.26 0.58 -0.99
C 0.15 -0.09 -0.13
C -0.24 -2.02 1.20
H -1.91 0.85 -0.48
H -1.46 -0.98 -1.41
H 2.10 -0.10 -1.50
H 1.78 1.29 -0.22
H -0.13 -3.00 1.43
N -0.21 -1.18 2.09
O 0.23 -1.50 -0.06
S -0.06 1.52 -2.08
S -0.01 0.31 1.72


x.
13
Properties=species:S:1:pos:R:3 method="wB97M-V/def2-TZVPD" orbital_gap_ev=7.91 homo_energy_ev=-9.090 e_lumo_ev=-1.18 smiles="O=CCC(=S)NC=S"
O -3.24 -1.68 -0.48
C -2.68 -0.63 -0.31
C -1.65 -0.41 0.79
C -0.48 0.40 0.33
S -0.64 1.97 -0.14
N 0.70 -0.30 0.28
C 1.93 0.16 -0.12
S 3.27 -0.75 -0.13
H -2.90 0.25 -0.93
H -2.16 0.15 1.60
H -1.38 -1.41 1.22
H 0.71 -1.28 0.59
H 1.88 1.18 -0.44


It is x that is most stable; the runner-up trails by 80.2 kcal/mol.


w.
25
Properties=species:S:1:pos:R:3 method="wB97M-V/def2-TZVPD" orbital_gap_ev=8.88 homo_energy_ev=-8.240 e_lumo_ev=0.64 smiles="[H]/N=C(/Nc1ccc(O)cc1)SCC"
H 2.09 -2.24 2.84
N 1.08 -2.10 2.55
C 0.98 -1.35 1.50
N -0.25 -1.22 0.88
C -0.85 -0.10 0.27
C -1.89 -0.24 -0.64
C -2.51 0.94 -1.10
C -1.98 2.23 -0.86
O -2.60 3.24 -1.59
C -0.98 2.35 0.09
C -0.44 1.19 0.64
S 2.28 -0.43 0.63
C 1.89 -0.93 -1.17
C 1.88 -2.49 -1.39
H -0.95 -1.85 1.33
H -2.28 -1.23 -0.87
H -3.39 0.96 -1.82
H -2.06 4.08 -1.40
H -0.80 3.33 0.44
H 0.27 1.28 1.44
H 0.86 -0.57 -1.31
H 2.62 -0.42 -1.79
H 1.18 -3.01 -0.67
H 1.47 -2.72 -2.41
H 2.93 -2.89 -1.14


x.
25
Properties=species:S:1:pos:R:3 method="wB97M-V/def2-TZVPD" orbital_gap_ev=9.30 homo_energy_ev=-8.628 e_lumo_ev=0.67
C -1.85 1.17 -1.22
C -1.60 1.47 -2.47
C 1.75 -1.15 3.22
C 1.20 0.30 0.21
C -0.15 -0.14 2.32
C -1.00 0.21 -1.89
C 0.75 -0.78 1.23
C -1.65 2.38 -3.61
C 0.05 -1.99 0.52
N 0.49 -0.41 3.42
N 1.92 -1.22 1.91
O 2.44 -1.62 4.07
S 0.79 -0.02 -1.63
H -2.29 1.45 -0.39
H 0.77 1.25 0.54
H 2.24 0.44 0.36
H -1.44 -0.69 -2.16
H -2.02 3.31 -3.12
H -2.36 1.89 -4.31
H -0.73 2.62 -4.08
H 0.02 -2.65 1.48
H 0.74 -2.29 -0.27
H -0.87 -1.66 0.09
H 0.29 -0.16 4.37
H 2.53 -1.70 1.39


It is w that is most stable; the runner-up trails by 91.9 kcal/mol.


w.
7
Properties=species:S:1:pos:R:3 method="wB97M-V/def2-TZVPD" orbital_gap_ev="7.88 / 8.02" homo_energy_ev="-8.264 / -8.619" e_lumo_ev="-0.38 / -0.60"
C -0.05 -0.52 -0.40
N 1.62 0.95 0.46
N -1.17 0.07 -0.14
Cl -0.08 -2.19 -0.14
Cl 3.01 0.25 0.31
Cl -1.29 1.79 -0.29
H -2.04 -0.36 0.19


x.
7
Properties=species:S:1:pos:R:3 method="wB97M-V/def2-TZVPD" orbital_gap_ev="8.96 / 6.27" homo_energy_ev="-9.329 / -7.526" e_lumo_ev="-0.37 / -1.26"
C -1.05 -0.07 -0.39
N -0.28 -0.54 -1.16
N 0.55 0.65 1.40
Cl -0.31 -1.69 -2.37
Cl 1.46 -0.59 1.87
Cl 1.48 1.85 0.70
H -1.86 0.38 -0.05


It is w that is most stable; the runner-up trails by 4.5 kcal/mol.


w.
19
Properties=species:S:1:pos:R:3 method="wB97M-V/def2-TZVPD" orbital_gap_ev=9.96 homo_energy_ev=-9.323 e_lumo_ev=0.64 smiles="O=C1C[C@H]2[C@H](OC=C[C@@H]2O)O1"
O -1.98 2.96 -0.48
C -1.61 1.87 -0.12
C -1.00 0.96 -1.21
C 0.28 0.56 -0.48
C -0.25 0.56 1.00
O -0.94 -0.63 1.52
C -0.41 -1.84 1.07
C 0.61 -1.88 0.14
C 1.21 -0.70 -0.65
O 2.48 -0.48 -0.05
O -1.23 1.53 1.13
H -0.95 1.42 -2.16
H -1.68 0.14 -1.15
H 1.03 1.24 -0.69
H 0.62 0.94 1.57
H -0.90 -2.69 1.50
H 0.88 -2.88 -0.19
H 1.33 -0.80 -1.68
H 2.49 -0.29 0.93


x.
19
Properties=species:S:1:pos:R:3 method="wB97M-V/def2-TZVPD" orbital_gap_ev=8.52 homo_energy_ev=-7.921 e_lumo_ev=0.60 smiles=COc1c(O)cc(O)cc1O
C 1.39 -0.27 2.25
O 1.71 0.55 1.10
C 0.67 0.32 0.26
C 0.60 -0.81 -0.67
O 1.47 -1.85 -0.50
C -0.37 -0.86 -1.58
C -1.30 0.24 -1.58
O -2.37 0.35 -2.44
C -1.35 1.16 -0.57
C -0.48 1.08 0.46
O -0.60 1.88 1.50
H 0.33 -0.25 2.51
H 2.08 0.11 2.97
H 1.62 -1.32 2.03
H 1.22 -2.36 -1.38
H -0.48 -1.49 -2.43
H -2.20 -0.16 -3.26
H -2.15 1.93 -0.64
H 0.20 1.76 1.98


It is x that is most stable; the runner-up trails by 3.2 kcal/mol.


w.
8
Properties=species:S:1:pos:R:3 method="wB97M-V/def2-TZVPD" orbital_gap_ev=9.01 homo_energy_ev=-9.788 e_lumo_ev=-0.78
C -0.92 1.87 1.09
C -0.41 0.83 0.67
C 0.41 -1.03 -0.21
O -0.52 -1.35 -1.09
Br 2.05 -0.35 -1.06
Br 0.91 -2.14 1.21
H -0.97 2.85 1.16
H -0.54 -0.68 -1.77


x.
8
Properties=species:S:1:pos:R:3 method="wB97M-V/def2-TZVPD" orbital_gap_ev="5.35 / 4.73" homo_energy_ev="-8.041 / -7.736" e_lumo_ev="-2.69 / -3.00"
C -1.09 0.48 -0.36
C -0.32 -0.52 0.02
C 0.57 -0.53 1.08
O 1.33 -0.82 1.89
Br -0.04 -2.25 -0.86
Br 2.35 1.85 -0.73
H -1.96 0.21 -0.96
H -0.84 1.57 -0.06


It is x that is most stable; the runner-up trails by 46.7 kcal/mol.


w.
6
Properties=species:S:1:pos:R:3 method="wB97M-V/def2-TZVPD" orbital_gap_ev=10.46 homo_energy_ev=-9.651 e_lumo_ev=0.81 smiles="C=C(Cl)Cl"
C -0.39 -0.01 0.01
C -1.75 0.03 -0.05
Cl -2.66 1.48 -0.01
Cl -2.70 -1.41 0.01
H 0.26 -0.91 -0.14
H 0.07 0.88 0.21


x.
6
Properties=species:S:1:pos:R:3 method="wB97M-V/def2-TZVPD" orbital_gap_ev=10.35 homo_energy_ev=-9.507 e_lumo_ev=0.84 smiles="Cl/C=C/Cl"
Cl -2.06 -0.11 -0.07
C -0.51 0.57 0.12
C 0.44 -0.28 0.16
Cl 2.11 -0.01 -0.07
H -0.59 1.63 0.28
H 0.23 -1.31 0.56


It is w that is most stable; the runner-up trails by 7.6 kcal/mol.


w.
16
Properties=species:S:1:pos:R:3 method="wB97M-V/def2-TZVPD" orbital_gap_ev=7.49 charge=-1 homo_energy_ev=-3.238 e_lumo_ev=4.25
C -1.28 0.45 1.24
C 1.43 -2.19 0.32
C -1.33 0.20 -0.25
N 0.72 -1.18 0.61
O 3.40 0.98 0.47
O 1.04 1.19 -0.62
P 0.40 -0.15 -0.92
H -1.74 -0.28 1.86
H -0.21 0.59 1.51
H -1.86 1.35 1.38
H 1.77 -2.55 -0.66
H 1.73 -2.84 1.18
H 2.56 0.88 -0.09
H -1.62 1.01 -0.92
H -2.01 -0.63 -0.51
H 3.10 1.54 1.23


x.
16
Properties=species:S:1:pos:R:3 method="wB97M-V/def2-TZVPD" orbital_gap_ev=6.57 charge=-1 homo_energy_ev=-2.441 e_lumo_ev=4.12 smiles=CNP([O-])CCO
C -1.26 -0.80 2.10
N -0.84 -0.39 0.78
P 0.47 0.85 0.79
O 1.38 0.42 1.89
C 1.29 0.12 -0.80
C 0.44 0.16 -2.06
O 0.01 1.46 -2.39
H -1.79 -1.76 2.04
H -0.36 -0.92 2.69
H -1.91 -0.07 2.62
H -1.63 -0.04 0.25
H 2.20 0.72 -0.95
H 1.59 -0.90 -0.57
H 1.01 -0.21 -2.93
H -0.43 -0.50 -1.93
H -0.17 1.87 -1.53


It is x that is most stable; the runner-up trails by 10.5 kcal/mol.


w.
19
Properties=species:S:1:pos:R:3 method="wB97M-V/def2-TZVPD" orbital_gap_ev=9.60 homo_energy_ev=-8.848 e_lumo_ev=0.75 smiles="C=CS[Si](C)(C)C"
C 2.62 1.05 -1.74
C 2.78 1.27 -0.43
S 1.55 0.39 1.04
Si -0.45 0.27 0.07
C -1.74 1.13 1.23
C -0.82 -1.56 -0.03
C -0.52 1.13 -1.69
H 3.20 1.68 -2.44
H 1.90 0.36 -2.14
H 3.35 2.14 -0.09
H -1.33 1.34 2.20
H -2.12 2.17 0.97
H -2.72 0.70 1.40
H -1.88 -1.77 0.41
H -0.91 -1.89 -1.05
H -0.24 -2.35 0.52
H -1.35 1.81 -1.76
H 0.39 1.66 -1.89
H -0.59 0.38 -2.40


x.
19
Properties=species:S:1:pos:R:3 method="wB97M-V/def2-TZVPD" orbital_gap_ev=9.53 homo_energy_ev=-8.589 e_lumo_ev=0.94 smiles=C[Si](C)(C)[C@@H]1CS1
C 1.95 0.84 0.18
Si 0.19 0.33 0.17
C -0.82 1.87 -0.19
C -0.36 -0.32 1.85
C -0.17 -0.86 -1.30
C -0.90 -2.17 -1.16
S 0.82 -2.31 -1.56
H 2.51 -0.06 0.31
H 2.16 1.60 0.96
H 2.30 1.27 -0.77
H -1.88 1.64 -0.03
H -0.64 2.17 -1.23
H -0.61 2.69 0.49
H -0.01 0.30 2.69
H 0.09 -1.31 1.94
H -1.48 -0.40 1.94
H -0.39 -0.27 -2.19
H -1.16 -2.56 -0.18
H -1.61 -2.45 -1.92


y.
19
Properties=species:S:1:pos:R:3 method="wB97M-V/def2-TZVPD" orbital_gap_ev="4.35 / 4.47" homo_energy_ev="-6.996 / -7.012" e_lumo_ev="-2.64 / -2.55"
C 1.62 -0.23 0.79
C -0.85 -1.14 -0.44
C -0.42 -1.74 -1.76
C 0.18 1.86 -0.86
C -0.97 0.94 1.87
Si -0.10 0.38 0.24
S 1.69 -1.62 2.00
H 2.18 -0.73 -0.04
H 2.26 0.54 1.10
H -1.74 -1.75 -0.13
H -1.17 -1.70 -2.57
H -0.38 -2.87 -1.57
H 0.66 -1.38 -2.03
H 0.98 2.47 -0.51
H 0.49 1.41 -1.87
H -0.78 2.43 -0.93
H -0.49 1.82 2.42
H -1.99 1.16 1.76
H -1.15 0.14 2.53


It is x that is most stable; the runner-up trails by 26.2 kcal/mol.


w.
33
Properties=species:S:1:pos:R:3 method="wB97M-V/def2-TZVPD" orbital_gap_ev=8.92 homo_energy_ev=-8.362 e_lumo_ev=0.55
C -1.77 -2.67 -0.34
C -0.68 -2.31 -1.32
C -1.69 -1.71 0.85
C 0.36 -1.39 -0.55
C 0.78 1.28 1.75
C -0.14 -1.33 0.88
C -0.39 1.36 0.84
C -0.07 0.18 1.21
C -0.58 2.65 -1.42
C -1.12 2.39 0.01
N 4.21 -1.00 0.40
O 3.52 -0.36 -1.95
O 3.90 1.30 -0.17
S 3.19 0.08 -0.40
H -2.84 -2.51 -0.70
H -1.65 -3.70 -0.01
H -0.19 -3.22 -1.79
H -0.99 -1.66 -2.24
H -2.23 -0.70 0.67
H -1.98 -2.23 1.69
H 1.39 -1.73 -0.68
H 0.38 -0.47 -1.12
H 1.73 1.46 1.48
H 0.68 1.67 2.83
H 0.46 -1.89 1.53
H 3.93 0.38 -2.43
H 0.40 3.24 -1.42
H -1.32 3.15 -2.07
H -0.35 1.65 -2.00
H -2.19 2.08 -0.20
H -0.98 3.38 0.62
H 4.09 -1.90 -0.09
H 5.02 -0.67 0.92


x.
33
Properties=species:S:1:pos:R:3 method="wB97M-V/def2-TZVPD" orbital_gap_ev=8.95 homo_energy_ev=-8.384 e_lumo_ev=0.57
C -1.67 -0.40 -2.39
C -1.82 0.49 -1.03
C -1.13 -1.83 -2.11
C -0.73 1.47 1.04
C 1.16 0.03 2.02
C -0.53 0.58 -0.22
C 0.65 1.36 1.63
C -0.14 -0.83 0.14
C 0.11 -1.73 -1.34
C 0.82 2.31 2.84
N 1.12 -0.89 0.89
O 2.52 -0.73 -1.20
O 1.69 -1.79 -3.45
S 1.43 -0.81 -2.41
H -2.66 -0.30 -2.81
H -0.97 0.05 -2.98
H -2.14 1.48 -1.34
H -2.64 -0.18 -0.56
H -1.91 -2.63 -1.65
H -0.83 -2.37 -3.05
H -1.11 2.45 0.93
H -1.39 0.94 1.77
H 2.22 0.16 2.29
H 0.73 -0.37 2.99
H 0.29 0.89 -0.89
H 1.33 1.65 0.74
H -0.91 -1.49 0.66
H 0.62 -2.69 -1.04
H 1.82 2.41 3.17
H 0.22 2.02 3.69
H 0.37 3.33 2.62
H 2.16 -0.75 -0.26
H 1.31 -1.85 1.32


It is x that is most stable; the runner-up trails by 62.9 kcal/mol.


w.
55
Properties=species:S:1:pos:R:3 method="wB97M-V/def2-TZVPD" orbital_gap_ev=9.10 homo_energy_ev=-9.131 e_lumo_ev=-0.03 smiles=C[C@@H](CCN)NCO.O.O.O.O.O.O.O.O.O.O.O
C -0.48 1.20 1.63
C -0.20 0.05 0.65
C -1.43 -0.68 0.10
C -2.35 -1.23 1.20
N -1.91 -2.51 1.77
N 0.66 0.50 -0.46
C 2.05 0.72 -0.18
O 2.47 1.47 0.96
H -0.98 0.81 2.51
H 0.43 1.74 1.89
H -1.11 1.91 1.09
H 0.40 -0.69 1.20
H -2.02 -0.03 -0.54
H -1.06 -1.51 -0.51
H -3.35 -1.37 0.80
H -2.38 -0.53 2.02
H -1.84 -3.19 1.02
H -0.95 -2.42 2.06
H 0.25 1.31 -0.92
H 2.57 -0.22 0.00
H 2.51 1.23 -1.03
H 2.35 2.44 0.99
O -0.21 -3.48 -3.10
H 0.70 -3.23 -3.26
H -0.29 -3.94 -2.26
O 1.97 -1.29 -2.95
H 1.67 -0.57 -2.39
H 2.68 -1.64 -2.40
O -2.14 3.01 -0.60
H -3.03 2.78 -0.36
H -1.55 2.30 -0.85
O -4.34 1.43 -1.52
H -4.65 0.76 -0.89
H -4.41 0.88 -2.31
O 0.20 -3.85 0.02
H 0.93 -3.30 0.37
H 0.35 -4.65 0.52
O -1.78 -0.62 -3.70
H -1.20 -0.03 -3.21
H -1.21 -1.40 -3.82
O 1.31 3.80 0.12
H 1.24 3.90 -0.84
H 0.61 4.32 0.51
O 0.31 0.64 4.73
H 0.23 1.54 4.40
H 0.97 0.29 4.12
O 2.19 -2.90 1.67
H 1.80 -2.42 2.41
H 2.76 -2.20 1.33
O 0.16 3.88 -2.38
H -0.77 4.09 -2.55
H 0.50 3.76 -3.28
O 2.91 -0.40 2.97
H 3.75 0.02 3.17
H 2.46 0.20 2.35


x.
55
Properties=species:S:1:pos:R:3 method="wB97M-V/def2-TZVPD" orbital_gap_ev=8.92 homo_energy_ev=-9.013 e_lumo_ev=-0.09 smiles=C[C@@H](CCO)NCN.O.O.O.O.O.O.O.O.O.O.O
C -2.80 1.72 0.97
C -1.73 0.54 0.78
C -2.22 -0.36 -0.39
C -1.27 -1.48 -0.88
O -1.73 -2.82 -0.76
N -0.43 1.02 0.30
C 0.08 2.13 1.15
N 1.57 2.34 1.07
H -3.86 1.49 1.03
H -2.52 2.10 1.96
H -2.90 2.46 0.12
H -1.55 0.13 1.83
H -3.09 -0.99 -0.14
H -2.53 0.23 -1.24
H -0.42 -1.29 -0.37
H -0.92 -1.33 -1.91
H -2.00 -2.84 0.17
H -0.29 1.51 -0.62
H -0.34 3.04 0.75
H -0.26 2.11 2.16
H 2.15 1.67 1.64
H 1.91 2.22 0.11
O -0.40 2.77 -3.56
H -0.97 3.59 -3.23
H -0.97 2.11 -4.04
O 2.75 -1.36 2.99
H 3.64 -1.07 2.78
H 2.86 -2.00 3.61
O 4.79 -0.34 -0.21
H 4.10 0.17 -0.05
H 5.31 0.29 -0.66
O 0.22 -2.32 -4.80
H -0.23 -2.79 -4.02
H 1.14 -2.32 -4.54
O -1.72 0.17 4.42
H -0.94 0.13 3.90
H -1.91 1.19 4.42
O 2.42 3.82 -1.49
H 1.47 4.24 -1.55
H 2.43 3.11 -2.15
O -1.97 -0.19 -3.81
H -2.05 -0.81 -3.07
H -1.69 -0.82 -4.60
O 0.28 -0.95 2.19
H 1.11 -1.28 2.76
H 0.74 -0.43 1.50
O -1.67 -3.52 2.22
H -1.72 -2.55 2.44
H -0.93 -3.55 2.78
O 1.76 -4.51 2.14
H 1.14 -4.61 1.41
H 1.69 -3.57 2.17
O 1.68 1.17 -2.22
H 1.84 0.78 -3.04
H 0.94 1.83 -2.42


It is w that is most stable; the runner-up trails by 84.0 kcal/mol.